# C15H27FeO15

C15H27FeO15 as an isolated structure at a distorted geometry (ωB97M-V with the def2-TZVPD basis set, the OMol25 dataset).

The geometry in XYZ format:
```
58
Properties=species:S:1:pos:R:3:forces:R:3
Fe -0.1710 -1.5216 1.4000 -0.5484 -0.2750 -0.9112
C 0.2020 -1.3816 5.3266 0.8658 0.8015 -0.2690
C 0.0248 -1.4281 3.8430 -0.4313 0.0024 -0.8399
O 0.2145 -0.4160 3.1025 0.3312 0.2648 0.5000
O -0.3344 -2.4864 3.2408 0.1054 -0.2999 0.2484
H 0.9545 -0.6168 5.5425 0.0196 -0.0905 -0.0750
H 0.5838 -2.3342 5.6778 -0.4906 -0.1320 0.2631
H -0.6904 -0.9990 5.8159 -0.2460 -0.5279 0.0318
C -0.8804 1.6557 -0.8832 -0.2922 0.3894 0.5726
C -0.6372 0.5378 0.0604 -0.1250 -1.6317 0.5735
O 0.4619 -0.1143 0.0970 0.6517 0.4243 -0.4981
O -1.5314 0.0882 0.8305 -0.1627 0.2399 0.0532
H -0.1404 1.6630 -1.6721 0.0033 0.0751 -0.0616
H -0.8416 2.5806 -0.3006 0.2583 0.0477 -0.1303
H -1.9121 1.6115 -1.2297 0.0817 -0.1588 -0.2231
C -1.3878 -4.5594 -0.9156 -0.0227 -0.4179 -0.7383
C -1.0197 -3.4617 -0.0005 0.6244 1.7876 0.2036
O -1.8376 -2.7379 0.6182 -0.5695 -0.1428 0.3906
O 0.1997 -3.0993 0.1130 0.3566 -0.5342 -0.0439
H -2.0865 -4.2284 -1.6854 -0.3041 0.1911 0.3826
H -1.8314 -5.3875 -0.3677 0.0114 -0.0650 -0.0464
H -0.5125 -4.8663 -1.4850 0.1309 -0.2611 0.3718
C -6.1865 1.3806 -2.6342 -0.2891 0.8823 -0.6913
O -5.9237 0.6197 -1.4738 -0.4913 -0.4031 -0.2885
C -5.2371 1.2325 -0.5257 0.8158 0.4549 0.7776
O -4.6941 2.3082 -0.6071 -0.1545 0.0239 -0.3298
O -5.2169 0.4529 0.5413 -0.3382 -1.0174 -0.2214
C -4.3864 0.8030 1.6361 -0.4011 1.1447 0.6700
H -5.2849 1.8258 -3.0543 0.0943 -0.1553 0.1073
H -6.8868 2.2002 -2.4442 0.1392 -0.0563 0.3188
H -6.6695 0.7572 -3.3811 0.1921 -0.4084 0.2051
H -4.0310 -0.0846 2.1441 0.1463 -0.2546 -0.4567
H -4.9992 1.3513 2.3623 0.0366 0.0221 -0.1252
H -3.5906 1.4611 1.3074 0.2027 -0.2365 0.0609
C 1.2054 2.4774 -4.0525 0.4526 -1.2651 0.3892
O 2.4277 3.1599 -4.2909 0.0261 0.5764 -0.3874
C 3.0530 3.6714 -3.2322 -0.0775 -0.2461 0.4200
O 2.7895 3.4386 -2.0798 -0.1175 0.0839 -0.1150
O 4.0236 4.4646 -3.6693 0.0391 0.2866 -0.4749
C 4.8177 5.1171 -2.6770 -0.3065 0.0988 0.2519
H 0.8576 2.1455 -5.0249 -0.2486 0.4190 -0.0805
H 0.4857 3.0539 -3.4784 0.0011 0.2710 -0.2306
H 1.4184 1.5553 -3.4990 -0.0557 0.1694 0.1483
H 5.6231 4.4437 -2.3975 0.0597 0.1294 0.2631
H 4.1933 5.4038 -1.8317 0.1305 -0.3194 0.1469
H 5.2033 6.0428 -3.0946 0.0972 -0.2000 -0.3711
C 3.2909 -2.3286 3.8633 -0.8894 -0.1982 -0.0180
O 4.0042 -2.5176 2.6489 0.5108 0.0823 0.0840
C 3.3195 -2.3678 1.5356 -0.1573 -0.2627 -0.6965
O 2.1557 -2.0697 1.4299 -0.3587 0.5154 0.6112
O 4.0996 -2.6384 0.5040 0.6742 0.1866 0.3129
C 3.5967 -2.2953 -0.7834 -0.5881 -0.3084 -0.4786
H 3.9869 -2.5142 4.6709 0.0713 -0.0241 0.0003
H 2.4538 -3.0320 3.8811 0.1363 -0.0619 0.2192
H 2.8566 -1.3320 3.9339 0.2580 0.1542 -0.1020
H 4.4331 -2.3271 -1.4735 0.1631 0.1014 0.1610
H 3.1194 -1.3174 -0.7789 0.0557 0.0306 0.0604
H 2.8655 -3.0400 -1.1031 -0.0767 0.0973 0.1048
```
Positions in Å, forces in eV/Å.

Calculated values
- Relative energy (zero: lowest compared OMol25 entry of this formula, charge and spin): 17.5 kJ/mol
- 2S+1: 6
- DFT total energy: -81095.09187 eV
- Max |F|: 0.0370 hartree/bohr
- Charge: 0

Quick look at the Mulliken charges, all values in e:
1 Fe 0.54
2 C -1.16
3 C 1.28
4 O -0.56
5 O -0.66
6 H 0.34
7 H 0.32
8 H 0.37
9 C -0.74
10 C 0.98
11 O -0.66
12 O -0.56
13 H -0.05
14 H 0.34
15 H 0.28
16 C -1.24
17 C 1.23
18 O -0.55
19 O -0.53
20 H 0.33
21 H 0.31
22 H 0.31
23 C -0.65
24 O -0.33
25 C 0.92
26 O -0.58
27 O -0.36
28 C -0.53
29 H 0.28
30 H 0.29
31 H 0.24
32 H 0.18
33 H 0.32
34 H 0.24
35 C -0.58
36 O -0.32
37 C 0.81
38 O -0.55
39 O -0.33
40 C -0.64
41 H 0.28
42 H 0.30
43 H 0.20
44 H 0.27
45 H 0.32
46 H 0.23
47 C -0.59
48 O -0.36
49 C 0.70
50 O -0.33
51 O -0.38
52 C -0.58
53 H 0.28
54 H 0.28
55 H 0.26
56 H 0.28
57 H 0.27
58 H 0.21